Entry 1:
{"formula": "C24H29NO6", "method": "the ωB97M-V functional and the def2-TZVPD basis", "elements": ["C", "C", "C", "H", "H", "O", "C", "O", "C", "C", "C", "C", "C", "N", "C", "O", "C", "H", "H", "H", "C", "C", "C", "C", "C", "C", "H", "H", "H", "H", "H", "H", "C", "C", "C", "H", "C", "O", "H", "H", "H", "H", "H", "H", "C", "O", "C", "C", "H", "H", "H", "H", "H", "O", "H", "H", "H", "H", "H", "H"], "xyz": [[-7.0592, -0.9105, -1.1541], [-6.3247, -0.8876, -0.0593], [-5.2056, -1.8467, 0.2158], [-5.0418, -2.5022, -0.6457], [-5.4165, -2.4398, 1.1108], [-3.9954, -1.1459, 0.5155], [-3.2473, -0.7716, -0.5220], [-3.4972, -1.0299, -1.6752], [-2.0394, -0.0210, -0.0931], [-1.1378, 0.3893, -0.9896], [0.0966, 1.1380, -0.5983], [1.2842, 0.2181, -0.6216], [1.2620, -1.1061, -0.9047], [2.5280, -1.6637, -0.7966], [2.8701, -2.9868, -0.9886], [3.9994, -3.3882, -0.8306], [1.7363, -3.8915, -1.4100], [0.9558, -3.9091, -0.6523], [2.1309, -4.8960, -1.5381], [1.3077, -3.5522, -2.3505], [3.3983, -0.6389, -0.4307], [4.7635, -0.6684, -0.1997], [5.3825, 0.5201, 0.1402], [4.6623, 1.7068, 0.2422], [3.3017, 1.7372, 0.0132], [2.6518, 0.5543, -0.3225], [2.7595, 2.6675, 0.0890], [5.1796, 2.6185, 0.5035], [6.4459, 0.5281, 0.3267], [5.3199, -1.5867, -0.2840], [0.4136, -1.7038, -1.1687], [0.2634, 1.9421, -1.3227], [-0.1312, 1.7617, 0.7942], [-1.0893, 2.9602, 0.7275], [-0.3954, 4.3223, 0.6555], [0.3111, 4.4270, 1.4806], [0.3530, 4.5684, -0.6584], [-0.4322, 4.3225, -1.7999], [-1.2110, 4.8891, -1.7700], [0.7316, 5.6016, -0.6669], [1.2082, 3.8970, -0.7486], [-1.1585, 5.0978, 0.7709], [-1.7428, 2.8457, -0.1398], [-1.7262, 2.9554, 1.6154], [-0.7138, 0.6771, 1.7135], [0.2240, -0.3427, 1.8302], [-0.1003, -1.3496, 2.7745], [1.0494, -2.3415, 2.8160], [1.9708, -1.8274, 3.0746], [1.1802, -2.8032, 1.8415], [0.8477, -3.1132, 3.5534], [-1.0361, -1.8460, 2.4851], [-0.2501, -0.8867, 3.7620], [-1.9611, 0.2021, 1.2533], [-0.9468, 1.0926, 2.7123], [0.8237, 2.0574, 1.2321], [-1.3022, 0.1551, -2.0285], [-6.4795, -0.1430, 0.7096], [-7.8543, -0.2038, -1.3189], [-6.8950, -1.6399, -1.9295]], "forces_ev_per_angstrom": [[-0.084, 0.007, -0.018], [0.352, -0.045, 0.143], [-0.326, -0.307, -0.290], [-0.059, 0.037, 0.191], [0.097, 0.070, -0.138], [0.074, 0.096, 0.359], [-0.082, -0.157, -0.487], [0.016, 0.047, 0.224], [0.454, 0.247, -0.169], [-0.314, -0.030, 0.223], [0.153, -0.119, 0.256], [-0.061, -0.418, -0.444], [-0.388, 0.581, -0.147], [0.245, 0.259, 0.137], [-0.134, -0.462, -0.111], [0.014, 0.026, 0.002], [0.186, -0.117, 0.005], [-0.109, 0.018, 0.018], [0.032, 0.057, 0.020], [-0.099, 0.028, -0.040], [0.184, 0.447, 0.149], [0.240, -0.140, 0.015], [-0.013, -0.044, -0.010], [0.028, 0.184, 0.041], [-0.003, -0.018, -0.001], [0.229, -0.402, -0.067], [-0.048, 0.082, 0.020], [0.033, 0.076, 0.019], [0.088, -0.017, 0.011], [0.011, -0.017, -0.002], [-0.126, -0.148, 0.003], [-0.063, -0.014, 0.033], [-0.297, -0.216, 0.047], [0.185, 0.038, 0.151], [-0.053, -0.209, -0.412], [0.021, 0.080, 0.090], [0.151, 0.238, 0.511], [-0.321, -0.045, -0.330], [0.037, -0.027, -0.036], [0.058, -0.177, 0.008], [0.022, 0.063, 0.026], [0.048, 0.083, 0.050], [-0.081, -0.006, 0.076], [-0.061, -0.004, -0.029], [0.434, 0.529, 0.443], [-0.111, 0.040, 0.006], [-0.072, -0.207, 0.151], [-0.267, 0.373, -0.034], [0.125, 0.004, 0.051], [0.023, -0.102, -0.120], [0.015, -0.107, 0.062], [0.101, 0.075, 0.067], [-0.021, -0.050, -0.086], [-0.203, -0.110, -0.246], [0.042, -0.098, -0.263], [0.002, 0.007, 0.028], [-0.136, -0.086, -0.092], [-0.116, 0.127, 0.065], [-0.161, 0.139, 0.026], [0.112, -0.157, -0.156]], "lumo_energy_ev": 0.6577, "multiplicity": 1, "charge": 0, "fmax_ha_per_bohr": 0.0158, "smiles": "C=CCOC(=O)C1=C[C@H](c2cn(C(C)=O)c3ccccc23)[C@@H](CCCO)[C@H](OCC)O1", "homo_ev": -8.04, "energy_ev": -39133.3094, "gap_ev": 8.698}


Entry 2:
{"formula": "C4H7NO", "method": "the ωB97M-V functional and the def2-TZVPD basis", "elements": ["O", "C", "C", "C", "C", "N", "H", "H", "H", "H", "H", "H", "H"], "xyz": [[1.7515, -0.1642, 1.0839], [1.2070, 0.2360, -0.1638], [0.0839, -0.7205, -0.5642], [-1.1988, -0.4051, 0.2210], [-1.6718, 0.9385, -0.1333], [-1.9508, 2.0136, -0.4575], [1.6702, 0.5592, 1.7106], [1.9985, 0.2475, -0.9234], [0.8046, 1.2580, -0.1099], [0.3780, -1.7539, -0.3479], [-0.1013, -0.6472, -1.6415], [-0.9725, -0.4337, 1.2938], [-1.9987, -1.1284, 0.0321]], "forces_ev_per_angstrom": [[-0.031, 0.058, 0.238], [-0.156, 0.052, -0.363], [0.052, 0.001, -0.064], [0.003, -0.027, 0.048], [-0.244, 0.927, -0.242], [0.177, -1.039, 0.350], [0.083, -0.044, -0.027], [-0.086, -0.135, 0.142], [0.133, -0.169, -0.035], [0.069, 0.207, -0.030], [-0.031, 0.031, 0.150], [-0.120, 0.034, -0.153], [0.153, 0.104, -0.013]], "lumo_energy_ev": 0.7833, "multiplicity": 1, "charge": 0, "fmax_ha_per_bohr": 0.0216, "smiles": "N#CCCCO", "homo_ev": -10.78, "energy_ev": -7798.5619, "gap_ev": 11.564}